Entry from the Open Molecules 2025 dataset: a molecular structure, C45H54BrINO2P2PdS at a distorted geometry (wB97M-V/def2-TZVPD).

Geometry (Å):
Pd: -0.57454 0.22538 -0.14908
C: -3.49245 -0.60033 -2.94924
C: -2.08656 -0.76012 -3.51733
C: -1.65221 0.47989 -4.28788
P: -0.87436 -1.06585 -2.14177
C: 0.84273 -1.23480 -2.85942
C: 1.74389 -1.74222 -1.73052
C: 0.92948 -2.10740 -4.10650
C: -1.25184 -2.70290 -1.44175
C: -1.59175 -3.78415 -2.23352
C: -1.93647 -5.00122 -1.65376
C: -1.96310 -5.12711 -0.26640
C: -1.63859 -4.06615 0.54578
C: -1.25466 -2.81975 -0.01443
N: -1.04752 -1.70550 0.70039
C: -1.07721 -1.57574 2.05251
C: -0.42629 -2.44534 2.94385
C: -0.54863 -2.26689 4.30644
C: -1.33557 -1.23605 4.80372
C: -1.94691 -0.33250 3.93995
C: -1.79903 -0.45981 2.56893
P: -2.58416 0.59070 1.28397
C: -2.83028 2.38208 1.79547
C: -1.63169 3.19021 1.29745
C: -3.08103 2.67257 3.27008
C: -4.30996 -0.12003 1.11228
C: -5.04108 -0.12868 2.45066
C: -4.24292 -1.52663 0.52683
H: -4.17826 -0.34850 -3.75470
H: -3.84509 -1.52478 -2.49529
H: -3.52194 0.20623 -2.21127
H: -2.05489 -1.63737 -4.17318
H: -1.71189 1.36839 -3.66107
H: -0.63661 0.38786 -4.66646
H: -2.31274 0.62910 -5.13869
H: 1.13989 -0.21122 -3.12845
H: 1.54075 -2.79190 -1.51231
H: 2.78874 -1.65868 -2.01917
H: 1.59224 -1.14795 -0.81528
H: 0.75279 -3.15693 -3.88380
H: 0.23099 -1.78706 -4.87496
H: 1.93087 -2.01818 -4.52429
H: -1.60515 -3.68791 -3.30953
H: -2.21095 -5.83620 -2.28027
H: -2.26564 -6.06331 0.17612
H: -1.71562 -4.16667 1.61734
H: 0.19805 -3.23057 2.54560
H: -0.03898 -2.93570 4.98365
H: -1.47319 -1.12544 5.86806
H: -2.53509 0.46374 4.36386
H: -3.72193 2.67342 1.22234
H: -1.68659 4.21152 1.67530
H: -0.69152 2.74649 1.64084
H: -1.61688 3.23479 0.20510
H: -2.16097 2.60990 3.84607
H: -3.45809 3.69031 3.35804
H: -3.82347 2.01868 3.71506
H: -4.82978 0.54028 0.40676
H: -4.44772 -0.61766 3.22017
H: -5.30988 0.87062 2.77590
H: -5.96204 -0.69591 2.34003
H: -3.85455 -2.23270 1.25988
H: -5.24154 -1.85560 0.24503
H: -3.60914 -1.54709 -0.36005
Br: 6.05808 -0.63539 -0.64309
C: 5.49575 0.13615 -2.27705
C: 6.11912 -0.25581 -3.45607
C: 5.69601 0.26968 -4.66228
C: 4.65109 1.18681 -4.69733
C: 4.03749 1.59774 -3.52472
C: 4.45215 1.06652 -2.31518
I: 3.46884 1.64750 -0.54389
H: 6.92276 -0.97833 -3.42543
H: 6.18018 -0.04419 -5.57345
H: 4.31918 1.57961 -5.64495
H: 3.25000 2.33586 -3.56042
O: 1.00467 0.44659 1.61209
S: 1.97322 1.22018 2.44268
C: 0.96241 1.62205 3.94200
C: 1.69393 2.28926 5.05047
C: 2.53824 3.37772 4.80347
C: 3.12276 4.04967 5.85793
C: 2.85623 3.65484 7.16859
C: 2.01367 2.57525 7.42289
C: 1.43845 1.89659 6.37020
C: 3.04601 -0.11060 3.20667
C: 4.08944 0.49187 4.06220
C: 3.99830 0.43646 5.46175
C: 4.97678 1.00893 6.24720
C: 6.07040 1.62904 5.65636
C: 6.18794 1.66054 4.26483
C: 5.20154 1.11241 3.47518
H: 0.45997 0.70867 4.26538
H: 0.21563 2.31624 3.54037
H: 2.71068 3.69778 3.78660
H: 3.75486 4.90571 5.67712
H: 3.28426 4.20415 7.99322
H: 1.79619 2.28450 8.43947
H: 0.76562 1.07238 6.55492
H: 3.48374 -0.59937 2.33636
H: 2.38008 -0.78980 3.73374
H: 3.17582 -0.08961 5.92238
H: 4.89991 0.96499 7.32023
H: 6.83529 2.07551 6.27180
H: 7.05082 2.12888 3.81561
H: 5.28556 1.14065 2.39720
O: 0.27725 2.16369 -2.17751
C: 0.08927 1.89698 -1.08288

Cartesian forces, eV/Å:
Pd -0.2561 -1.7038 1.1840
C 0.0165 -0.1336 0.0166
C 0.0688 0.3523 0.5894
C 0.1706 -0.0254 -0.0380
P 0.6676 -0.3126 -0.7252
C 0.1133 0.2019 0.3906
C -0.1320 0.1889 0.1576
C -0.3336 0.0840 0.0127
C 0.1126 0.3354 0.3950
C -0.1366 0.3002 -0.0335
C 0.0338 0.1423 0.0627
C 0.0797 0.0006 0.1604
C 0.0181 0.1290 0.1775
C -0.1964 -0.9950 -1.0442
N 0.5706 2.5713 -1.1496
C -0.1975 0.3537 0.9034
C -0.0704 -0.4296 0.0738
C 0.1575 -0.2111 -0.4584
C -0.2955 0.3376 -0.1499
C 0.3305 0.1086 0.3127
C -0.1743 0.1497 -0.3706
P -0.6708 0.2044 1.2986
C 0.2686 -0.3277 -0.4181
C 0.0249 0.0947 -0.1682
C -0.0958 -0.1430 0.1691
C 0.2526 -0.2628 -0.5417
C 0.1243 0.2761 0.0145
C 0.1100 0.1391 -0.1454
H -0.0630 0.0451 -0.0430
H -0.0817 0.0024 0.0489
H -0.0682 -0.0143 -0.0256
H 0.1878 -0.0144 0.1435
H -0.0435 0.0795 -0.0031
H 0.0625 0.0787 -0.0894
H -0.0536 0.0045 -0.0482
H -0.0987 -0.1038 0.1219
H 0.0065 -0.0117 0.0015
H 0.1061 0.0571 -0.0137
H 0.2895 -0.2018 -0.1372
H 0.0045 -0.1044 0.0466
H -0.0323 -0.0198 -0.1557
H 0.0879 -0.0037 0.0424
H -0.0079 -0.0131 -0.0563
H 0.0294 -0.0985 -0.0538
H -0.0245 -0.0793 0.0717
H -0.0413 -0.0610 0.0570
H 0.0827 -0.1000 -0.0121
H 0.0861 -0.0401 0.0299
H -0.0541 -0.0205 0.1272
H -0.0347 0.0523 -0.0197
H 0.1050 -0.1526 0.0282
H -0.0085 -0.0088 -0.0276
H -0.0656 0.1108 -0.0108
H -0.0084 0.1136 0.1213
H 0.0921 0.0034 0.0661
H 0.0420 0.0673 -0.0231
H -0.0725 0.0044 0.0761
H 0.1558 -0.0048 0.0558
H -0.0483 -0.0511 0.0868
H -0.0615 0.0616 0.0940
H -0.1155 -0.0420 -0.0853
H 0.0255 -0.0815 0.0691
H -0.0425 -0.0180 0.0096
H -0.1142 -0.1166 0.0214
Br 0.0801 -0.0430 -0.1279
C -0.3048 0.1109 0.1742
C -0.0243 -0.0241 0.2161
C -0.2440 0.1315 0.0110
C 0.1835 -0.1562 -0.0703
C -0.0525 -0.0099 -0.1118
C 0.1795 -0.3279 0.2720
I 0.1726 0.0976 -0.3004
H 0.0249 0.0266 0.0541
H 0.0338 0.0064 -0.1047
H -0.0214 0.1357 -0.0821
H -0.0571 0.0588 0.0307
O -1.8520 -1.1485 -1.4771
S 0.9744 0.0996 2.2334
C 0.1626 0.2326 -0.6820
C 0.1681 0.5365 0.6979
C -0.4388 -0.4377 0.0901
C -0.0788 -0.0192 0.4478
C -0.1137 -0.1199 -0.1422
C 0.2550 0.4152 0.0562
C -0.0458 0.2124 -0.7537
C -0.2986 0.5433 -0.6658
C 0.7904 0.2327 0.7631
C 0.1604 -0.2849 -0.7753
C 0.2534 0.1049 -0.0668
C -0.1227 -0.0823 -0.4000
C 0.1302 0.2763 0.5692
C -0.5843 -0.3345 0.1059
H 0.1865 -0.0411 -0.1902
H -0.0618 -0.1669 -0.0558
H 0.1078 0.0958 -0.1281
H 0.0932 0.0229 -0.0458
H 0.0814 0.0207 0.0518
H 0.0100 -0.0190 0.0870
H -0.0842 -0.1827 0.0720
H -0.1195 -0.0734 -0.1148
H -0.1652 -0.0047 -0.0092
H -0.0928 -0.0114 0.0445
H -0.0143 -0.0223 0.1837
H 0.0957 0.0233 0.0534
H 0.0502 0.0138 -0.0661
H 0.0481 0.0070 -0.1504
O -0.2190 0.6568 2.6784
C -0.0304 -1.2957 -3.5626

Values from the calculation:
HOMO energy (alpha / beta) = -14.383 / -14.383 eV
Net charge = +3
Largest force on an atom = 0.0737 Eh/bohr
Gap between HOMO and LUMO (alpha / beta) = 0.094 / 0.094 Ha
Energy above the lowest of the compared OMol25 structures with the same formula, charge and spin = 0.0 kcal/mol